Entry from the OMol25 dataset: a cluster of 3 separate species, C3H9N3O6 in total (the ωB97M-V functional and the def2-TZVPD basis).

## Properties
- SMILES: C[N+](=O)[O-].C[N+](=O)[O-].C[N+](=O)[O-]
- Kohn-Sham gap: 10.82 eV
- Highest occupied orbital energy: -11.003 eV

Positions of all 21 atoms, in Å:
C: -1.71736 -1.06990 -0.64643
N: -1.18605 0.31442 -0.68244
O: -1.90751 1.16081 -0.16475
O: -0.13527 0.55983 -1.24339
H: -1.14235 -1.77536 -1.23600
H: -2.72312 -1.07962 -1.05425
H: -1.72137 -1.31912 0.41304
C: 2.67138 -1.31355 -1.34419
N: 1.94854 -2.15819 -2.32022
O: 2.51699 -2.41714 -3.35975
O: 0.85007 -2.57716 -2.02980
H: 3.03553 -2.01074 -0.59320
H: 1.91118 -0.66833 -0.90468
H: 3.44147 -0.74011 -1.83737
C: -0.93022 1.53813 2.64329
N: -0.71783 2.91795 2.13529
O: -1.54946 3.74044 2.44726
O: 0.28245 3.14881 1.50033
H: -0.71100 1.61453 3.70496
H: -0.25621 0.87746 2.11114
H: -1.95987 1.25684 2.46114



Entry from the OMol25 dataset: an isolated molecule of C3H9N3OS (the ωB97M-V functional and the def2-TZVPD basis).

## Properties
- SMILES: CN(N)/C(CO)=N\S
- Kohn-Sham gap: 9.16 eV
- Highest occupied orbital energy: -8.670 eV

Positions of all 17 atoms, in Å:
C: -0.56937 -1.21020 -1.27258
C: -0.40880 0.42110 0.56442
C: -0.27381 1.68227 -0.26093
H: -0.08947 -2.13846 -1.63724
H: -0.43699 -0.44191 -2.02541
H: -1.62097 -1.41203 -1.15220
H: 1.79398 -0.19752 -0.24846
H: 1.47296 -1.01314 1.03236
H: -0.92741 1.60732 -1.08893
H: -0.55034 2.56330 0.29850
H: 1.63650 2.15678 -0.15876
H: -1.09433 -1.77022 2.06642
N: -0.05850 -0.79443 -0.05213
N: 1.34732 -1.07305 0.04723
N: -0.68817 0.58182 1.84112
O: 1.02619 1.81464 -0.81702
S: -0.55878 -0.77624 2.86361



Entry from the OMol25 dataset: the ion C3H9N3P with charge +1 (the ωB97M-V functional and the def2-TZVPD basis).

## Properties
- Net charge: +1
- SMILES: CN/C(C)=N\[PH]#[NH+]
- Kohn-Sham gap: 9.85 eV
- Highest occupied orbital energy: -14.456 eV

Positions of all 16 atoms, in Å:
C: -0.39719 0.35505 0.09034
C: -1.43074 -0.53739 -0.20463
C: 1.12617 -1.00642 -1.34996
N: -0.63027 1.32636 0.91463
N: 0.73601 0.13682 -0.58035
N: 1.15325 1.66456 3.02648
P: -0.03973 2.07736 2.17031
H: -2.44073 -0.47236 0.42118
H: -1.09302 -1.63214 0.02807
H: -1.70706 -0.84764 -1.21360
H: 1.05833 -1.92671 -0.68555
H: 0.29998 -1.32236 -2.13385
H: 2.09313 -1.00663 -1.78371
H: 1.60266 0.62164 -0.34139
H: 1.39874 2.16732 3.94630
H: -1.04448 3.26416 2.28341



Entry from the OMol25 dataset: an isolated molecule of C3H9N3S (the ωB97M-V functional and the def2-TZVPD basis).

## Properties
- SMILES: CN/C(=N/N)SC
- Kohn-Sham gap: 8.84 eV
- Highest occupied orbital energy: -8.044 eV

Positions of all 16 atoms, in Å:
C: -1.83675 -1.56297 -0.35193
C: 0.33046 -0.42932 0.11277
C: -1.03866 1.80630 0.78091
H: -1.44328 -2.22265 -1.10595
H: -2.27602 -0.69972 -0.81132
H: -2.56759 -2.18399 0.22932
H: -0.30134 -1.99608 1.01009
H: -1.91442 1.23974 1.12084
H: -1.21824 2.84315 0.55849
H: -0.31685 1.72499 1.62272
H: 3.43529 -0.53001 0.34853
H: 2.49964 0.86353 0.11316
N: -0.71881 -1.23018 0.54300
N: 1.51551 -0.85623 0.22970
N: 2.62140 -0.11989 -0.14613
S: -0.28464 1.09506 -0.67015



Entry from the OMol25 dataset: a cluster of 2 separate species, C3H9N4 in total (the ωB97M-V functional and the def2-TZVPD basis).

## Properties
- Net charge: +1
- Kohn-Sham gap (alpha / beta): 7.17 / 8.20 eV
- Highest occupied orbital energy (alpha / beta): -11.915 / -12.187 eV

Positions of all 16 atoms, in Å:
C: -1.04386 -0.35082 0.08407
C: 0.53361 1.59501 0.56039
C: 0.12081 0.21994 0.78427
N: 2.38161 -0.72720 -0.76596
N: 1.49999 -1.29404 -0.29029
N: -1.70602 -1.42747 0.56028
N: -1.19185 -0.01696 -1.16854
H: 1.09251 2.08825 1.37316
H: 1.26604 1.73219 -0.32334
H: -0.16798 2.34440 0.36841
H: 0.19369 -0.19960 1.75860
H: 3.30534 -0.61088 -1.12824
H: -1.56701 -1.61250 1.59329
H: -2.07589 -2.11590 -0.07719
H: -0.64208 0.61147 -1.69000
H: -1.99891 -0.23589 -1.63889



Entry from the OMol25 dataset: a structure of composition C3H9N5 (the ωB97M-V functional and the def2-TZVPD basis).

## Properties
- Kohn-Sham gap: 9.67 eV
- Highest occupied orbital energy: -8.993 eV

Positions of all 17 atoms, in Å:
C: -0.20951 -1.58693 0.67857
C: 0.29711 -0.15673 1.02335
C: 0.34373 2.07283 -0.80954
H: 0.32705 -1.26893 -1.17242
H: 0.04158 -2.64144 -1.12737
H: -1.27172 -3.37466 1.22148
H: 1.21286 -0.21826 0.21879
H: 0.89789 0.15460 2.18854
H: -1.01457 0.57999 -0.23398
H: -0.72113 2.99017 0.60041
H: 0.74191 3.03124 -0.95240
H: 0.92387 0.99745 -2.26336
N: -0.61380 -1.81803 -0.70677
N: -0.54448 -2.48663 1.55629
N: -0.77147 0.77936 0.72724
N: -0.11427 1.99817 0.48583
N: 0.47493 0.94779 -1.43466



Entry from the OMol25 dataset: a structure of composition C3H9N5 (the ωB97M-V functional and the def2-TZVPD basis).

## Properties
- Kohn-Sham gap: 7.64 eV
- Highest occupied orbital energy: -6.903 eV

Positions of all 17 atoms, in Å:
N: -0.56040 0.76524 -0.25747
N: -0.13264 0.17458 -1.53241
N: -1.43719 1.86759 -0.29036
N: 2.14625 -1.10169 -0.07148
C: 0.90751 0.78004 -0.69454
C: -0.40355 -0.33484 0.88735
C: -1.00680 -1.54030 0.73090
N: 1.39791 0.01508 0.34604
H: -0.45743 0.80055 -2.26971
H: -2.32205 1.49094 0.05483
H: -1.16756 2.56635 0.39708
H: 2.91541 -1.25760 0.57048
H: 1.55412 -1.93356 0.03434
H: 1.42692 1.63625 -1.11988
H: -0.46004 0.18462 1.83623
H: -1.43167 -2.04064 1.58782
H: -0.96880 -2.07260 -0.20921



Entry from the OMol25 dataset: an isolated molecule of C3H9N5 (the ωB97M-V functional and the def2-TZVPD basis).

## Properties
- SMILES: C[C@@]12N(N)N1C2(N)N
- Kohn-Sham gap: 9.94 eV
- Highest occupied orbital energy: -8.770 eV

Positions of all 17 atoms, in Å:
C: 0.14186 -1.72492 -0.68550
C: -0.84727 0.56275 0.39453
C: 0.21558 -0.39220 -0.03179
N: 2.50111 0.10794 -0.37238
N: -2.15812 0.29195 -0.10045
N: -0.83653 1.13884 1.70081
N: 0.11542 0.93682 -0.63461
N: 1.33747 0.41352 0.27693
H: 3.14047 0.89182 -0.31803
H: 2.38975 -0.21955 -1.33114
H: -2.73846 -0.11156 0.62423
H: -2.49686 1.02251 -0.71343
H: -1.21550 2.08043 1.67231
H: 0.10936 1.17874 2.06219
H: 0.86948 -1.82231 -1.49086
H: 0.32483 -2.50403 0.05424
H: -0.85261 -1.85077 -1.10706



Entry from the OMol25 dataset: the ion C3H9N5 with charge +2 (the ωB97M-V functional and the def2-TZVPD basis).

## Properties
- Net charge: +2
- Kohn-Sham gap (alpha / beta): 6.90 / 8.26 eV
- Highest occupied orbital energy (alpha / beta): -18.781 / -19.486 eV

Positions of all 17 atoms, in Å:
C: -1.50578 1.07508 -0.31474
C: 1.65539 0.54650 -0.24990
C: 0.32704 -1.30646 0.30149
N: -0.48892 1.63591 0.21421
N: -1.85854 -0.26871 -0.20114
N: 0.91590 -0.51926 -0.68768
N: 0.85653 1.60026 0.24814
N: -1.18601 -1.33743 0.27656
H: -2.22751 1.71968 -0.86396
H: 2.20998 0.22546 0.64318
H: 2.32806 1.01702 -0.90521
H: 0.51318 -2.33901 0.21850
H: 0.53582 -0.85442 1.36254
H: -2.80135 -0.44089 -0.38683
H: 0.90531 -0.84062 -1.60676
H: 1.32347 2.13047 1.05694
H: -1.50259 -2.04358 0.89467



Entry from the OMol25 dataset: a cluster of 2 separate species, C3H9NO in total (the ωB97M-V functional and the def2-TZVPD basis).

## Properties
- Net charge: -1
- Kohn-Sham gap (alpha / beta): 2.77 / 8.31 eV
- <S²>: 0.75
- Multiplicity: 2
- Highest occupied orbital energy (alpha / beta): 1.140 / -4.445 eV

Positions of all 14 atoms, in Å:
C: -2.77854 -0.08662 -1.39944
C: -2.60777 -0.36213 -0.06421
H: -2.56917 0.88380 -1.83254
H: -2.70691 -0.88703 -2.13335
H: -2.76751 0.46006 0.62405
H: -2.25316 -1.33760 0.27447
N: 1.60078 -0.43811 -0.13758
C: 1.91203 0.60567 0.83312
O: 3.20644 0.48498 1.36452
H: 1.53910 -1.35674 0.28338
H: 0.64990 -0.26851 -0.46647
H: 1.21275 0.53893 1.67657
H: 1.75942 1.55607 0.32028
H: 3.80266 0.20721 0.65721



Maximum force, record by record: 0.0240, 0.0559, 0.1422, 0.0390, 0.0680, 0.1510, 0.0404, 0.0264, 0.1171, 0.0234 hartree/bohr
Total energy, record by record: -735.1208, -757.3060, -625.0067, -682.1066, -338.3750, -393.2737, -393.2220, -393.3663, -392.6331, -249.5893 hartree